This record from OMol25 describes a molecular structure, C7H14N2 at a distorted geometry. The level of theory is wB97M-V/def2-TZVPD.

The energy above the lowest of the compared OMol25 structures with the same formula, charge and spin comes out at 5.7779 eV. As for the HOMO-LUMO gap: 0.35879 Eh. The value obtained for the molar mass is 126.20 g/mol.

Structure (ORCA input):
```
! RIJCOSX wB97M-V def2-TZVPD def2/J DEFGRID3
* xyz 0 1
C -2.04955 -0.33914 0.26585
C -1.29316 -1.56604 -0.19875
C 0.18327 -1.03197 -0.19840
C 1.02949 -0.60989 1.06061
C 1.82177 -0.00765 0.03825
C 1.20172 1.29948 -0.19307
C -0.39911 1.60945 -0.03324
H -3.11870 -0.47082 0.00260
H -1.79296 -0.26282 1.33815
H -1.61969 -2.38264 0.39530
H -1.42136 -1.74611 -1.30661
H -0.05040 -0.20347 -0.67645
H 0.63736 -0.09557 1.96820
H 1.44342 -1.64772 1.38735
H 2.81896 0.09666 0.25980
H 1.42452 1.78164 -1.25156
H 1.76664 2.11153 0.55559
H -0.43602 1.94918 1.06962
H -0.52698 2.55041 -0.52893
H -1.71442 0.88694 -1.46991
H 2.20984 -1.87277 -1.04265
N -1.60467 0.96815 -0.42192
N 1.49002 -1.01682 -1.01982
*
```